Computed, not measured: a molecular structure, C45H48BN5O5P3Pt, with ωB97M-V/def2-TZVPD.

Structure (XYZ):
```
108
Properties=species:S:1:pos:R:3:mulliken_charge:R:1
Pt 0.020 -0.468 0.818 2.33
C -0.658 -5.820 -4.527 -0.49
C -1.476 -5.672 -3.419 -0.95
C -1.191 -4.701 -2.467 0.17
C -0.086 -3.875 -2.629 -0.29
C 0.731 -4.020 -3.750 -0.01
C 0.447 -4.992 -4.693 -0.82
P 0.315 -2.605 -1.391 2.30
C -1.181 -2.353 -0.427 -0.49
C -1.430 -3.200 0.665 -0.53
C -2.679 -3.218 1.264 -0.57
C -3.695 -2.411 0.776 -0.96
C -3.466 -1.577 -0.315 -0.66
C -2.228 -1.556 -0.923 -0.04
C 1.533 -3.355 -0.350 0.57
C 2.028 -4.664 -0.719 -1.36
C 3.059 -5.235 -0.041 -0.88
C 3.696 -4.556 1.016 -1.05
C 3.283 -3.264 1.369 0.82
C 3.962 -2.559 2.382 -0.95
C 3.647 -1.220 2.692 -0.96
C 2.647 -0.594 2.020 -0.63
C 1.802 -1.321 1.087 -0.22
C 2.187 -2.632 0.690 0.44
H -0.880 -6.578 -5.266 0.41
H -2.338 -6.312 -3.290 0.45
H -1.834 -4.595 -1.602 0.29
H 1.591 -3.375 -3.883 0.46
H 1.087 -5.107 -5.558 0.43
H -0.637 -3.829 1.046 0.40
H -2.849 -3.858 2.119 0.50
H -4.670 -2.430 1.244 0.44
H -4.261 -0.949 -0.697 0.48
H -2.051 -0.919 -1.778 0.31
H 1.535 -5.230 -1.494 0.39
H 3.373 -6.236 -0.305 0.44
H 4.504 -5.021 1.565 0.43
H 4.786 -3.050 2.884 0.41
H 4.225 -0.690 3.438 0.50
H 2.413 0.442 2.217 0.62
C 2.111 4.217 2.492 -0.88
N 0.661 4.221 2.342 0.66
C 0.009 5.498 2.602 -1.19
P -0.179 2.904 1.899 -1.29
O 0.724 1.751 1.640 0.12
O -0.948 3.282 0.509 -0.18
P -0.868 2.404 -0.838 -1.23
O -1.076 0.959 -0.553 0.38
N -2.065 3.069 -1.719 0.73
C -2.692 4.365 -1.505 -0.95
C -2.331 2.460 -3.021 -0.90
N 0.556 2.678 -1.605 1.10
C 0.836 4.052 -2.019 -0.97
C 1.760 1.922 -1.266 -1.13
N -1.451 2.783 2.911 0.44
C -1.254 2.919 4.354 -0.96
C -2.618 1.974 2.564 -0.50
H 2.385 4.463 3.521 0.32
H 2.562 4.960 1.829 0.27
H 2.506 3.235 2.247 0.16
H 0.152 5.802 3.642 0.37
H -1.059 5.424 2.409 0.29
H 0.429 6.272 1.956 0.36
H -2.453 4.749 -0.518 0.17
H -3.776 4.261 -1.584 0.31
H -2.364 5.090 -2.257 0.37
H -1.935 1.444 -3.049 -0.05
H -1.874 3.035 -3.833 0.29
H -3.408 2.415 -3.187 0.43
H -0.062 4.524 -2.414 0.25
H 1.585 4.035 -2.811 0.37
H 1.221 4.658 -1.191 0.17
H 1.514 0.875 -1.098 0.23
H 2.256 2.317 -0.375 0.02
H 2.452 1.985 -2.108 0.44
H -0.371 3.520 4.563 0.33
H -1.133 1.940 4.823 0.10
H -2.124 3.418 4.783 0.38
H -2.756 1.935 1.485 0.02
H -3.504 2.428 3.012 0.44
H -2.510 0.954 2.940 0.10
O -0.250 -0.164 3.872 0.16
B -0.321 -1.061 2.793 0.86
O -0.330 -2.373 3.280 -0.37
C -0.263 -2.275 4.651 0.58
C -0.242 -3.285 5.584 -1.04
C -0.164 -2.896 6.921 -0.62
C -0.107 -1.554 7.282 -0.72
C -0.129 -0.542 6.323 -1.14
C -0.210 -0.940 5.009 0.49
H -0.280 -4.325 5.292 0.54
H -0.143 -3.654 7.692 0.42
H -0.044 -1.289 8.329 0.43
H -0.077 0.503 6.601 0.52
N 0.690 4.413 -8.150 -0.47
C 0.669 3.587 -7.353 -0.14
C 0.643 2.563 -6.343 0.61
C -0.429 1.673 -6.284 -0.91
C -0.459 0.703 -5.300 -0.19
C 0.575 0.620 -4.365 0.50
C 1.656 1.498 -4.445 -0.55
C 1.691 2.468 -5.429 -0.76
C 0.508 -0.369 -3.333 0.47
C 0.357 -1.202 -2.472 -0.95
H -1.227 1.746 -7.009 0.50
H -1.283 0.005 -5.247 0.55
H 2.472 1.408 -3.740 0.59
H 2.526 3.151 -5.500 0.53
```

Net charge: +1
Relative energy (zero: lowest compared OMol25 entry of this formula, charge and spin), eV: 0.000
Frontier orbital gap (alpha / beta), eV: 4.87 / 6.02
E_tot, hartree: -3561.66870
Spin multiplicity: 5

---

Computed, not measured: a single C6H6 molecule, with ωB97M-V/def2-TZVPD.

Structure (XYZ):
```
12
Properties=species:S:1:pos:R:3:nbo_charge:R:1
C 3.788 0.028 0.066 -0.18
C 2.649 -0.078 -0.317 -0.08
C 1.300 -0.251 -0.557 -0.12
C 0.113 -0.469 -0.498 0.10
C -1.290 -0.651 -0.134 -0.48
C -1.929 0.698 0.213 -0.59
H 4.764 0.088 0.489 0.24
H -1.853 -1.173 -0.915 0.23
H -1.295 -1.304 0.749 0.23
H -2.955 0.564 0.569 0.21
H -1.350 1.194 0.997 0.21
H -1.943 1.354 -0.662 0.21
```

SMILES: C#CC#CCC
Relative energy (zero: lowest compared OMol25 entry of this formula, charge and spin), eV: 3.604
Frontier orbital gap, eV: 10.23
E_tot, hartree: -232.09387

---

Computed, not measured: a molecular structure, H8LiO4 in a non-equilibrium geometry, with ωB97M-V/def2-TZVPD.

Structure (XYZ):
```
13
Properties=species:S:1:pos:R:3:nbo_charge:R:1
Li 0.029 -0.158 0.037 0.91
O -0.952 0.709 1.763 -0.99
H -0.771 -0.098 2.291 0.50
H -1.868 1.041 1.873 0.51
O -1.272 -1.153 -1.055 -1.00
H -2.186 -1.190 -0.671 0.51
H -1.166 -1.807 -1.735 0.51
O 1.846 -0.861 0.413 -1.00
H 2.265 -0.600 -0.485 0.52
H 2.448 -1.284 0.986 0.51
O 0.583 1.431 -1.005 -0.98
H 0.515 2.224 -0.517 0.50
H 0.529 1.748 -1.896 0.50
```

Net charge: +1
Relative energy (zero: lowest compared OMol25 entry of this formula, charge and spin), eV: 0.471
Frontier orbital gap, eV: 12.88
E_tot, hartree: -313.15433